No. 1
Density functional theory data (the ωB97M-V functional and the def2-TZVPD basis) for a cluster of 10 separate species, C30H80NO11 in total at a distorted geometry.

The geometry in XYZ format:
```
122
Properties=species:S:1:pos:R:3:mulliken_charge:R:1
N -1.374 -1.613 -6.441 -0.2645
C -0.914 -2.695 -5.489 -0.4836
C 0.048 -2.107 -4.328 -0.5552
O -0.428 -2.366 -2.997 -0.3021
C -1.142 -1.265 -2.470 0.1515
O -0.822 -0.075 -2.554 -0.5276
H -1.608 -0.721 -5.964 0.2685
H -2.262 -1.961 -6.863 0.3877
H -0.738 -1.469 -7.248 0.3713
H -1.799 -3.199 -4.979 0.3256
H -0.348 -3.479 -6.090 0.3541
H 1.031 -2.693 -4.434 0.3108
H 0.301 -1.021 -4.544 0.4221
H -2.086 -1.511 -1.861 0.4879
C -2.588 2.764 -6.972 -1.3347
C -1.457 2.083 -7.727 0.8352
C -0.679 3.075 -8.572 -1.3621
O -1.999 1.057 -8.566 -0.5867
H -3.302 3.218 -7.665 0.3445
H -3.146 2.037 -6.374 0.3448
H -2.206 3.543 -6.307 0.3754
H -0.779 1.597 -7.016 -0.0243
H -1.326 3.541 -9.323 0.4469
H 0.121 2.569 -9.116 0.2599
H -0.240 3.859 -7.954 0.3496
H -2.600 1.474 -9.197 0.3583
C 4.421 1.672 -7.510 -1.3014
C 3.449 2.518 -8.317 0.4038
C 4.051 3.868 -8.669 -1.3269
O 2.251 2.714 -7.564 -0.3247
H 4.675 2.163 -6.566 0.3149
H 3.970 0.709 -7.254 0.2914
H 5.342 1.489 -8.067 0.3938
H 3.173 1.988 -9.233 0.2947
H 4.293 4.436 -7.765 0.3232
H 3.339 4.470 -9.239 0.3054
H 4.962 3.752 -9.261 0.4102
H 2.484 3.183 -6.750 0.2405
C -2.419 -4.485 1.531 -1.3689
C -2.350 -3.180 0.753 0.7456
C -1.172 -2.330 1.201 -0.9407
O -3.560 -2.450 0.944 -0.5912
H -2.552 -4.296 2.601 0.1005
H -3.277 -5.080 1.206 0.3485
H -1.511 -5.076 1.391 0.3375
H -2.264 -3.395 -0.317 0.2649
H -1.262 -2.066 2.259 0.0196
H -1.142 -1.390 0.642 0.2722
H -0.226 -2.857 1.052 0.4501
H -3.645 -2.256 1.887 0.3716
C 1.623 2.433 -2.086 -0.9341
C 1.823 3.772 -2.777 0.3040
C 0.739 4.765 -2.386 -1.2322
O 1.804 3.582 -4.194 -0.3999
H 0.665 1.987 -2.369 0.1600
H 2.402 1.727 -2.385 0.3050
H 1.650 2.542 -0.998 0.3089
H 2.804 4.178 -2.517 0.2773
H -0.250 4.398 -2.679 0.2907
H 0.889 5.718 -2.899 0.3262
H 0.739 4.944 -1.308 0.3784
H 0.939 3.224 -4.432 0.2370
C -0.826 -0.742 5.517 -0.9306
C -1.475 -2.010 6.044 0.2008
C -0.679 -2.604 7.195 -1.4150
O -1.570 -2.967 4.989 -0.4789
H 0.181 -0.948 5.136 0.4002
H -1.402 -0.333 4.683 0.0560
H -0.754 0.019 6.298 0.4241
H -2.493 -1.791 6.376 0.2901
H 0.332 -2.874 6.872 0.3465
H -1.151 -3.521 7.556 0.3512
H -0.603 -1.900 8.027 0.3864
H -0.674 -3.168 4.688 0.3173
C -4.786 3.375 4.701 -1.4978
C -3.746 2.338 4.306 0.7875
C -3.879 1.951 2.842 -1.2552
O -3.900 1.176 5.121 -0.4989
H -5.799 2.982 4.566 0.3746
H -4.686 3.635 5.758 0.3573
H -4.682 4.285 4.106 0.3703
H -2.744 2.734 4.492 0.0716
H -4.861 1.509 2.643 0.3939
H -3.133 1.197 2.575 0.1949
H -3.748 2.818 2.190 0.3653
H -4.783 0.817 4.965 0.3357
C -2.649 -9.591 4.249 -1.3307
C -2.472 -8.154 3.784 0.4348
C -3.751 -7.352 3.964 -1.0498
O -2.095 -8.144 2.408 -0.5442
H -3.427 -10.096 3.668 0.3452
H -1.726 -10.158 4.104 0.3242
H -2.922 -9.633 5.307 0.3637
H -1.661 -7.683 4.347 0.2621
H -4.567 -7.780 3.372 0.3402
H -3.613 -6.325 3.615 0.1370
H -4.058 -7.326 5.012 0.3856
H -2.806 -8.558 1.902 0.3489
C 2.108 3.176 5.009 -1.4632
C 0.735 2.828 4.458 0.7580
C 0.829 1.783 3.357 -1.0186
O 0.117 4.007 3.940 -0.5835
H 2.749 3.594 4.226 0.3117
H 2.027 3.936 5.790 0.3774
H 2.600 2.296 5.427 0.3219
H 0.098 2.456 5.265 0.1410
H 1.424 2.152 2.516 0.4241
H -0.165 1.550 2.963 0.1434
H 1.282 0.860 3.728 0.2475
H 0.672 4.344 3.226 0.3539
C 6.461 0.957 3.546 -1.3084
C 6.150 2.040 4.568 0.4993
C 7.338 2.294 5.482 -1.3398
O 5.024 1.645 5.350 -0.4845
H 6.692 0.008 4.040 0.3516
H 5.595 0.777 2.903 0.3048
H 7.310 1.238 2.918 0.3762
H 5.879 2.965 4.052 0.2437
H 7.599 1.391 6.044 0.3495
H 7.097 3.066 6.218 0.3320
H 8.213 2.616 4.913 0.3740
H 5.254 0.827 5.810 0.3150
```

* M: 630.97 g mol⁻¹
* total charge: +1
* E_tot: -2073.11324 Eh
* ΔE to the lowest compared entry with this formula, charge and spin: 97.9 kJ/mol

---

No. 2
Density functional theory data (the ωB97M-V functional and the def2-TZVPD basis) for a cluster of 10 separate species, C30H80O30S10 in total at a distorted geometry.

The geometry in XYZ format:
```
150
Properties=species:S:1:pos:R:3:mulliken_charge:R:1
O 0.348 4.384 -0.439 -0.2189
S -0.251 5.123 -1.530 1.1047
O 0.329 5.118 -2.850 -0.7237
O -1.750 4.583 -1.730 -0.3558
C -2.575 4.426 -0.544 0.4640
C -4.018 4.616 -0.965 -1.4788
C -0.534 6.843 -1.119 -1.0774
H -2.224 5.138 0.205 0.3393
H -2.367 3.420 -0.175 -0.1082
H -4.436 3.823 -1.577 0.3168
H -4.085 5.534 -1.557 0.3506
H -4.649 4.835 -0.103 0.3899
H -0.685 7.333 -2.078 0.3763
H 0.318 7.275 -0.596 0.3276
H -1.395 7.094 -0.498 0.3559
O -0.435 -1.158 -0.064 -0.4849
S -1.044 0.141 -0.108 1.0415
O -2.424 0.297 0.308 -0.7498
O -0.149 1.137 0.846 0.3299
C 1.180 1.401 0.459 0.2839
C 1.813 2.246 1.575 -1.3090
C -0.840 0.852 -1.776 -0.2062
H 1.281 2.067 -0.402 -0.1982
H 1.809 0.518 0.322 0.4287
H 1.074 2.988 1.868 -0.0715
H 2.726 2.716 1.213 0.4051
H 2.056 1.615 2.430 0.3814
H -1.476 0.272 -2.438 0.1182
H 0.205 0.661 -2.003 -0.0274
H -1.124 1.900 -1.783 -0.0240
O -2.592 -5.882 -4.663 -0.5900
S -1.308 -5.356 -5.006 1.0171
O -1.187 -4.416 -6.110 -0.5014
O -0.697 -4.643 -3.685 -0.2089
C 0.228 -3.524 -3.843 0.0723
C 0.265 -2.870 -2.477 -0.7144
C -0.095 -6.684 -5.163 -1.0594
H -0.260 -2.861 -4.556 -0.0581
H 1.195 -3.892 -4.179 0.4634
H 0.464 -3.628 -1.714 0.3757
H -0.645 -2.421 -2.083 -0.2483
H 1.026 -2.089 -2.466 0.3296
H -0.119 -7.271 -4.246 0.3420
H 0.871 -6.232 -5.362 0.3122
H -0.396 -7.396 -5.930 0.4236
O 1.861 -1.211 7.650 -0.6347
S 2.690 -1.349 6.496 1.2437
O 2.143 -1.511 5.173 -0.4906
O 3.667 -0.076 6.498 -0.3182
C 4.417 0.272 5.327 -0.2375
C 4.280 1.781 5.194 -1.1901
C 3.841 -2.649 6.868 -1.0326
H 3.995 -0.222 4.451 0.3560
H 5.470 -0.007 5.387 0.3007
H 4.671 2.240 6.105 0.3690
H 3.244 2.094 5.077 0.1893
H 4.853 2.251 4.393 0.4306
H 4.627 -2.764 6.124 0.3031
H 3.204 -3.528 6.945 0.3705
H 4.332 -2.393 7.803 0.3610
O -4.886 -5.800 3.719 -0.6217
S -3.485 -6.082 3.659 1.1675
O -3.006 -7.043 2.692 -0.6416
O -2.691 -4.671 3.422 -0.0352
C -1.307 -4.822 3.130 -0.4561
C -0.672 -3.494 2.717 -0.9492
C -2.873 -6.612 5.316 -1.0537
H -1.085 -5.584 2.383 0.4519
H -0.751 -5.143 4.019 0.3661
H 0.399 -3.608 2.590 0.4626
H -0.931 -2.788 3.512 0.2323
H -1.197 -3.061 1.862 -0.0203
H -3.427 -7.536 5.479 0.4148
H -3.185 -5.879 6.054 0.3185
H -1.814 -6.820 5.224 0.3430
O 6.191 -0.543 -3.734 -0.6420
S 5.098 0.264 -4.169 1.0933
O 3.928 -0.359 -4.738 -0.4715
O 4.565 1.105 -2.865 -0.4260
C 3.333 1.814 -2.953 0.7103
C 3.446 3.079 -2.121 -1.3416
C 5.722 1.554 -5.254 -0.8837
H 2.551 1.150 -2.575 -0.0971
H 3.131 2.118 -3.983 0.0849
H 3.996 2.970 -1.189 0.2999
H 2.469 3.541 -1.979 0.1311
H 4.039 3.776 -2.723 0.4893
H 4.911 2.225 -5.525 0.2921
H 6.179 1.052 -6.101 0.3633
H 6.422 2.101 -4.625 0.3601
O -0.863 1.227 -6.345 -0.6964
S 0.103 0.229 -5.985 0.9553
O 0.440 0.098 -4.586 -0.3187
O -0.255 -1.261 -6.506 -0.0070
C -0.447 -1.393 -7.918 -0.3485
C -1.407 -2.571 -8.103 -1.1083
C 1.647 0.604 -6.911 -0.6968
H 0.507 -1.575 -8.412 0.3152
H -0.954 -0.528 -8.352 0.4042
H -0.863 -3.510 -8.226 0.2339
H -1.988 -2.542 -9.030 0.4545
H -2.130 -2.666 -7.298 0.1983
H 1.292 1.226 -7.727 0.4452
H 2.101 -0.338 -7.198 0.3209
H 2.254 1.137 -6.186 -0.1178
O -4.615 -4.037 0.579 -0.5260
S -4.068 -4.509 -0.665 1.0729
O -4.814 -5.376 -1.515 -0.6770
O -3.560 -3.213 -1.487 -0.0461
C -3.905 -3.074 -2.856 -0.2165
C -3.339 -1.742 -3.323 -0.6623
C -2.440 -5.269 -0.358 -0.5540
H -4.984 -2.973 -2.993 0.4249
H -3.401 -3.870 -3.410 0.0106
H -3.644 -0.923 -2.671 0.3232
H -3.726 -1.475 -4.311 0.4840
H -2.258 -1.825 -3.451 -0.3066
H -2.187 -5.683 -1.335 0.2816
H -2.527 -6.120 0.317 0.3859
H -1.687 -4.583 0.020 -0.0348
O -4.324 -2.057 5.345 -0.6367
S -3.965 -1.091 4.334 1.3205
O -4.525 0.249 4.432 -0.6754
O -2.337 -0.983 4.312 -0.3209
C -1.729 -0.115 3.365 0.4261
C -0.988 0.988 4.144 -1.3185
C -4.331 -1.743 2.711 -0.3184
H -2.454 0.363 2.711 0.4253
H -0.991 -0.702 2.816 -0.0705
H -0.825 1.856 3.504 0.1311
H -0.022 0.649 4.519 0.1421
H -1.584 1.306 4.998 0.4787
H -5.418 -1.642 2.733 0.5027
H -3.981 -2.761 2.601 -0.1533
H -3.972 -1.009 1.992 0.1360
O 3.369 5.722 3.346 -0.6956
S 2.055 5.430 3.884 1.2293
O 1.633 4.082 4.181 -0.5450
O 1.732 6.384 5.182 -0.2687
C 2.450 7.626 5.215 -0.1158
C 1.887 8.530 6.275 -1.2985
C 0.926 6.259 2.753 -0.6970
H 2.501 8.078 4.220 0.3232
H 3.510 7.453 5.422 0.2992
H 0.868 8.870 6.067 0.3210
H 2.406 9.491 6.251 0.3900
H 1.936 8.085 7.265 0.3070
H 0.103 6.726 3.290 0.4241
H 0.579 5.551 1.999 -0.0029
H 1.419 7.075 2.227 0.3698
```

* M: 1241.61 g mol⁻¹
* E_tot: -7429.94880 Eh
* SMILES: CCOS(C)(=O)=O.CCOS(C)(=O)=O.CCOS(C)(=O)=O.CCOS(C)(=O)=O.CCOS(C)(=O)=O.CCOS(C)(=O)=O.CCOS(C)(=O)=O.CCOS(C)(=O)=O.CCOS(C)(=O)=O.CCOS(C)(=O)=O
* ΔE to the lowest compared entry with this formula, charge and spin: 191.3 kJ/mol

---

No. 3
Density functional theory data (the ωB97M-V functional and the def2-TZVPD basis) for a structure of composition C30H81BF4N5O10Pd at a distorted geometry.

The geometry in XYZ format:
```
132
Properties=species:S:1:pos:R:3:mulliken_charge:R:1
Pd -16.322 -22.341 -4.999 0.3996
B -12.747 -21.788 -5.256 -1.4864
F -14.136 -22.044 -5.252 2.2984
F -12.179 -22.534 -6.259 0.0089
F -12.543 -20.430 -5.381 0.4704
F -12.258 -22.176 -3.985 -0.0375
C -10.631 -26.655 -4.940 -1.5238
C -11.142 -25.288 -5.305 0.9822
O -11.701 -24.801 -4.053 -0.5482
H -10.155 -27.304 -5.679 0.4014
H -11.342 -27.293 -4.411 0.2963
H -9.830 -26.612 -4.194 0.3620
H -12.039 -25.395 -5.917 -0.4725
H -10.400 -24.591 -5.690 0.2241
H -11.997 -23.887 -4.188 0.0158
C -11.557 -18.057 -3.590 0.0141
C -11.924 -16.653 -4.133 -0.3544
O -10.878 -15.687 -3.926 -0.6001
H -12.404 -18.730 -3.738 -0.3854
H -11.311 -18.036 -2.529 0.4071
H -10.756 -18.603 -4.090 0.0383
H -12.715 -16.150 -3.575 0.3489
H -12.266 -16.764 -5.164 0.1100
H -10.407 -15.478 -4.737 0.2989
C -15.092 -17.898 -8.577 -1.3211
C -13.793 -18.541 -8.063 0.3621
O -14.000 -19.921 -7.865 -0.3450
H -15.993 -18.203 -8.042 0.2532
H -15.157 -17.983 -9.658 0.2991
H -15.062 -16.873 -8.197 0.4423
H -13.424 -18.048 -7.152 -0.2449
H -12.886 -18.376 -8.654 0.4493
H -13.102 -20.270 -7.787 -0.6491
C -12.491 -32.099 -13.595 -0.7179
O -12.254 -31.087 -12.617 -0.2987
C -13.120 -29.982 -12.895 -0.5669
C -13.157 -29.126 -11.662 -0.3536
N -14.053 -27.975 -11.775 -0.2772
C -14.281 -27.175 -10.525 -1.0809
C -13.050 -26.730 -9.730 -0.0676
O -13.072 -25.321 -9.683 -0.3923
C -12.349 -24.673 -8.616 -0.2491
H -11.819 -32.926 -13.375 0.2544
H -12.182 -31.732 -14.582 0.2976
H -13.554 -32.301 -13.729 0.3033
H -14.179 -30.153 -13.109 0.3952
H -12.663 -29.407 -13.705 0.2924
H -12.158 -28.755 -11.405 0.1927
H -13.464 -29.601 -10.726 0.2607
H -14.025 -27.418 -12.613 0.2543
H -15.011 -27.780 -9.986 0.2252
H -14.776 -26.291 -10.924 0.4821
H -12.159 -27.081 -10.260 0.2618
H -13.004 -27.186 -8.737 0.3760
H -11.860 -25.469 -8.046 0.4851
H -12.910 -24.296 -7.756 -0.2151
H -11.711 -23.931 -9.085 0.0855
C -15.757 -19.273 -4.311 -0.5200
O -16.139 -20.553 -3.893 -0.3609
C -15.689 -20.757 -2.541 -0.2983
C -16.126 -22.098 -1.980 -1.0565
N -15.915 -23.257 -2.891 0.2382
C -14.545 -23.722 -2.678 1.3367
C -14.506 -24.738 -1.549 -1.0680
O -15.462 -25.764 -1.862 -0.3750
C -14.976 -27.055 -1.612 -0.7943
H -16.263 -18.462 -3.785 0.4165
H -16.099 -19.197 -5.347 0.0327
H -14.694 -19.048 -4.417 -0.0142
H -16.070 -19.994 -1.862 0.8064
H -14.603 -20.710 -2.419 -0.0691
H -17.212 -21.973 -1.881 0.4798
H -15.874 -22.363 -0.953 0.4454
H -16.544 -23.995 -2.593 0.4243
H -13.797 -22.939 -2.593 -1.1462
H -14.142 -24.354 -3.475 -0.3829
H -14.826 -24.468 -0.537 0.1419
H -13.493 -25.130 -1.442 0.7245
H -14.131 -27.427 -2.201 0.2858
H -15.806 -27.757 -1.626 0.2926
H -14.515 -27.173 -0.622 0.3230
C -7.900 -17.001 -6.074 -1.2543
C -8.312 -17.714 -7.344 0.4790
C -9.416 -18.755 -7.107 -0.2149
O -9.365 -19.749 -8.105 -0.5120
C -10.251 -20.791 -7.812 0.4940
N -8.653 -16.717 -8.415 -0.6591
H -7.455 -17.723 -5.381 0.3966
H -8.666 -16.522 -5.462 0.0286
H -7.104 -16.268 -6.211 0.4325
H -7.454 -18.325 -7.632 0.2414
H -10.424 -18.317 -7.096 -0.0422
H -9.302 -19.285 -6.155 0.3186
H -11.296 -20.488 -7.960 -0.4488
H -10.089 -21.158 -6.797 0.2558
H -10.262 -21.657 -8.477 0.0976
H -7.962 -15.986 -8.336 0.3003
H -9.596 -16.443 -8.171 0.2459
C -11.083 -20.288 -0.345 -1.2346
C -11.407 -21.629 0.261 0.3036
C -12.766 -21.608 1.029 -0.8957
O -13.845 -21.201 0.166 0.0038
C -14.312 -19.913 0.613 -0.7845
N -11.358 -22.589 -0.871 -0.5595
H -10.966 -19.506 0.406 0.4871
H -11.885 -20.113 -1.065 -0.1022
H -10.169 -20.338 -0.937 0.4265
H -10.678 -21.990 0.990 0.3952
H -12.613 -20.993 1.917 0.4779
H -12.959 -22.632 1.353 0.4073
H -15.185 -19.555 0.057 0.1271
H -13.563 -19.130 0.494 0.3588
H -14.790 -19.878 1.595 0.3720
H -11.749 -23.468 -0.549 0.2941
H -11.883 -22.309 -1.690 -0.0024
C -16.479 -21.904 -9.274 -1.4334
C -16.695 -22.335 -7.812 0.0636
C -16.175 -23.745 -7.553 -0.0866
O -16.107 -24.016 -6.141 -0.3876
C -15.763 -25.346 -5.818 -0.3736
N -16.168 -21.306 -6.913 0.3329
H -15.537 -22.264 -9.683 0.3080
H -16.640 -20.837 -9.426 0.3743
H -17.289 -22.291 -9.900 0.4667
H -17.763 -22.440 -7.594 0.4890
H -15.206 -23.832 -8.052 -0.1606
H -16.899 -24.428 -8.001 0.5198
H -14.939 -25.761 -6.400 0.0687
H -16.652 -25.969 -5.919 0.3382
H -15.408 -25.289 -4.789 -0.0239
H -15.211 -21.048 -7.169 -0.2921
H -16.808 -20.548 -7.119 0.2398
```

* M: 865.23 g mol⁻¹
* total charge: +1
* multiplicity: 3
* E_tot: -2769.69302 Eh

---

Q: Which of these has the lowest M?
A: C30H80NO11

---

Q: Which of these has the lowest M?
A: C30H80NO11